# C17H18N6O2S

The molecule C17H18N6O2S in a non-equilibrium geometry (ωB97M-V/def2-TZVPD, the OMol25 dataset).

```
44
Properties=species:S:1:pos:R:3:forces:R:3:mulliken_charge:R:1
N -6.20718 0.85811 3.33989 -0.12 0.35 -0.84 -0.42
C -5.41697 1.21119 2.57655 0.62 -0.39 1.29 -0.02
N 2.02949 0.97792 1.00700 2.50 -0.69 0.18 -0.68
N 0.77708 2.14883 4.28184 -1.32 -0.75 -0.36 -0.68
N 0.02384 1.71176 0.31981 -0.53 0.54 -0.01 -0.71
O 0.20923 -4.46865 -3.47114 -0.36 0.05 -0.52 -0.51
O 3.34738 -0.89538 -3.33253 1.79 0.19 -0.74 -0.46
S 1.84132 1.11138 -1.74534 -0.61 -1.32 0.57 -0.19
C 1.29190 1.24527 -0.04044 -1.74 0.11 1.25 0.25
C -0.44604 2.45599 3.85371 3.48 -1.35 -2.77 -0.15
C 0.04790 1.77860 1.65568 1.41 -0.14 -0.41 0.81
C 1.34297 1.30315 2.12247 -2.74 0.81 -1.43 0.38
C 1.65809 1.52936 3.44406 1.62 0.76 0.41 0.32
C -0.25180 -2.50546 -2.14064 -1.97 0.49 0.72 -0.31
C 1.81159 -2.67956 -3.26800 0.74 -1.25 -2.15 -0.31
C 0.14020 -1.23551 -1.68140 0.61 1.72 -0.50 -0.52
C 0.56894 -3.20335 -3.00519 -0.46 -0.74 0.35 0.01
C 2.16270 -1.37415 -2.98542 -0.59 -0.81 1.65 0.66
C 1.34562 -0.63285 -2.15283 -1.21 0.38 0.81 0.12
N 2.92598 1.32684 3.91558 -0.24 0.00 -0.35 -0.45
N -0.84895 2.36940 2.54917 -1.27 -0.11 -0.49 0.14
C -1.01169 -4.56119 -4.34518 3.07 0.07 0.36 -0.75
C 4.49576 -1.68868 -2.97255 0.24 1.05 0.10 -0.77
C -4.08847 1.54281 2.02694 0.21 -0.72 -0.16 -0.29
C -2.08001 3.11382 2.01412 -0.19 2.03 0.26 -0.79
C -3.51558 2.87874 2.57331 1.41 -1.04 0.73 -0.66
H -1.06385 2.82422 4.56370 -2.22 1.34 1.79 0.48
H -1.26586 -2.97084 -1.91597 1.46 0.87 0.01 0.24
H 2.50675 -3.29454 -3.88076 -0.60 0.51 0.42 0.38
H -0.40545 -0.48971 -1.04408 -0.14 -1.50 -0.48 0.39
H 3.66458 1.13019 3.19083 -1.11 0.32 1.62 0.29
H 3.07642 1.62063 4.89620 0.33 -0.35 -1.31 0.27
H -0.71479 -5.10515 -5.26447 -0.26 -0.31 0.87 0.27
H -1.11512 -3.57074 -4.69082 -1.12 1.24 -0.21 0.36
H -1.80843 -4.99086 -3.77041 -0.47 -0.08 -0.05 0.27
H 5.24116 -1.49192 -3.75259 -0.03 0.00 0.48 0.23
H 4.32395 -2.74753 -2.91434 -0.45 -0.46 -0.22 0.37
H 4.82288 -1.37931 -1.96403 0.11 0.09 -0.49 0.27
H -3.44419 0.65394 2.20263 -0.26 0.58 0.43 0.31
H -4.12168 1.53165 0.92390 -0.10 0.57 0.34 0.37
H -2.26887 2.94342 0.93679 1.34 -0.14 0.47 0.40
H -1.85618 4.25057 2.15309 -0.22 -2.03 -0.34 0.27
H -4.12429 3.61772 2.14117 -0.57 1.29 -0.87 0.40
H -3.60030 3.14988 3.64972 0.02 -1.16 -0.42 0.41
```
Forces are in eV/Å.

As for the structure (SMILES): COc1ccc(Sc2nc3c(N)ncn(CCCC#N)c-3n2)c(OC)c1. For the energy above the lowest of the compared OMol25 structures with the same formula, charge and spin, the calculation gives 53.6 kcal/mol. The spin multiplicity is 1. For the frontier orbital gap, the calculation gives 7.9 eV.